(1)
Here is C5H14AlNO2 as an isolated structure from OMol25. Energies are from ωB97M-V/def2-TZVPD.

## Properties
* total charge: +2
* spin multiplicity: 1
* calculated total energy: -17569.087 eV

Each line ends with the natural charge from an NBO analysis.
CARTESIAN COORDINATES (ANGSTROEM)
Al -2.094 -3.846 0.229  1.00
C 3.880 -4.445 2.463  -0.34
O 2.957 -4.452 1.449  -0.03
H 3.594 -4.692 3.486  0.28
H 4.604 -5.233 2.259  0.40
H 4.442 -3.512 2.512  0.25
C -2.404 3.235 -0.116  -0.61
C -2.052 1.740 -0.467  -0.06
C -0.636 1.620 -1.227  -0.07
O -0.285 0.266 -1.459  -0.48
C 0.988 -0.014 -2.028  -0.25
N -2.031 0.955 0.705  -0.69
H -2.364 3.804 -1.045  0.24
H -1.671 3.684 0.553  0.22
H -3.341 3.317 0.434  0.23
H -2.807 1.264 -1.093  0.21
H 0.099 2.111 -0.590  0.18
H -0.577 2.213 -2.140  0.21
H 1.761 0.630 -1.609  0.19
H 0.973 0.093 -3.112  0.21
H 1.238 -1.049 -1.795  0.19
H -2.901 0.979 1.218  0.38
H -1.373 1.332 1.373  0.37

(2)
Here is C5H14BBaBrFO4P2 as an isolated structure from OMol25. Energies are from ωB97M-V/def2-TZVPD.

## Properties
* total charge: +1
* spin multiplicity: 1
* calculated total energy: -106296.515 eV

Each line ends with the Löwdin charge.
CARTESIAN COORDINATES (ANGSTROEM)
C 1.096 1.183 3.181  -0.06
B -0.275 0.541 2.459  -0.34
O -1.468 0.118 3.235  0.03
C -0.283 0.329 0.829  -0.29
O 0.096 -1.075 0.528  -0.34
P -0.455 -1.260 -1.146  0.54
C 1.224 -2.041 -1.750  -0.52
C 1.654 -1.419 -3.241  -0.13
F 0.997 -3.526 -1.877  -0.14
O -1.920 -0.289 -0.911  -0.38
C -1.544 0.864 -0.071  -0.53
P -2.975 1.832 0.747  0.63
O -2.360 3.184 1.656  -0.40
Br -4.071 2.827 -1.032  0.20
H 1.959 0.362 3.138  0.07
H 0.917 1.387 4.333  0.08
H 1.432 2.197 2.702  0.08
H -1.063 -0.282 4.085  0.13
H 0.635 0.934 0.420  0.11
H 0.160 -0.035 -1.654  0.03
H -0.978 -1.375 -2.512  0.03
H -1.104 -2.551 -0.914  0.05
H 2.077 -1.814 -0.954  -0.25
H 2.702 -1.831 -3.598  0.06
H 1.722 -0.231 -3.187  0.10
H 0.865 -1.757 -4.070  0.13
H -1.019 1.647 -0.786  0.11
H -1.814 3.719 0.980  0.07
Ba 3.792 -1.637 -0.589  1.98

(3)
Here is C5H14BClDyNTm as an isolated structure from OMol25. Energies are from ωB97M-V/def2-TZVPD.

## Properties
* total charge: -1
* <S²>: 15.949
* spin multiplicity: 8
* calculated total energy: -73710.795 eV

Each line ends with the Mulliken spin population.
CARTESIAN COORDINATES (ANGSTROEM)
Tm -0.395 0.823 0.431  2.00
Cl -1.155 2.971 -0.304  0.00
C -2.365 -0.246 0.850  -0.01
H -2.349 -0.804 1.803  0.00
H -2.752 -0.888 0.042  0.00
H -3.070 0.599 0.962  0.00
Dy 0.887 -0.330 -3.474  5.24
C 2.969 0.802 -3.681  -0.10
C -0.957 -0.153 -5.002  -0.10
C 0.719 -1.660 -1.757  -0.08
H -1.485 -1.123 -5.021  0.00
H -1.693 0.614 -4.708  0.00
H -0.625 0.080 -6.028  0.00
H 3.775 0.148 -3.306  0.00
H 3.220 1.035 -4.729  0.00
H 3.016 1.742 -3.107  0.00
H -0.180 -1.944 -1.157  0.03
H 1.612 -2.028 -1.204  0.02
B 0.287 3.112 4.345  0.00
C 0.252 2.053 3.273  0.00
N 0.250 1.230 2.426  0.00
H 1.294 3.064 5.005  0.00
H -0.685 3.006 5.050  0.00
H 0.227 4.181 3.790  0.00

(4)
Here is a 2-piece molecular cluster, C5H14BClIN2O8P overall from OMol25. Energies are from ωB97M-V/def2-TZVPD.

## Properties
* spin multiplicity: 1
* calculated total energy: -55352.131 eV

Each line ends with the natural charge from an NBO analysis.
CARTESIAN COORDINATES (ANGSTROEM)
C -0.101 2.415 2.975  -0.65
C 0.934 1.978 1.996  -0.06
O 0.386 1.746 0.643  -0.80
P -0.454 0.456 0.388  1.89
C 0.371 -0.504 -0.838  -0.85
C 0.255 0.010 -2.295  -0.42
C -0.283 -1.048 -3.218  -0.49
I -2.419 -1.127 -3.251  0.05
O -0.528 -0.448 1.748  -0.73
N -1.156 -1.757 1.442  0.43
O -1.428 -2.307 2.407  -0.15
B -2.288 1.007 0.042  0.69
N -2.602 2.346 -0.092  -1.03
O -3.266 0.043 0.003  -0.90
H -0.784 1.627 3.258  0.22
H 0.404 2.724 3.875  0.24
H -0.684 3.233 2.586  0.22
H 1.672 2.754 1.877  0.21
H 1.463 1.092 2.303  0.21
H 0.090 -1.540 -0.796  0.31
H 1.417 -0.486 -0.560  0.33
H -0.282 0.945 -2.392  0.20
H 1.264 0.185 -2.633  0.25
H 0.057 -2.024 -2.925  0.25
H 0.061 -0.885 -4.221  0.23
H -1.907 2.951 -0.508  0.41
H -3.533 2.515 -0.448  0.41
H -3.617 -0.096 0.899  0.51
O 4.488 -2.764 -1.308  -0.86
Cl 3.408 -3.173 -0.451  2.55
O 2.183 -2.510 -0.897  -0.96
O 3.664 -2.762 0.908  -0.88
O 3.216 -4.595 -0.518  -0.85

(5)
Here is C5H14BClNPdTi as an isolated structure from OMol25. Energies are from ωB97M-V/def2-TZVPD.

## Properties
* total charge: -2
* <S²>: 3.770
* spin multiplicity: 4
* calculated total energy: -46690.461 eV

Each line ends with the Mulliken spin population.
CARTESIAN COORDINATES (ANGSTROEM)
Ti 1.191 -0.721 -1.405  0.94
Cl 2.574 -1.967 -2.452  0.02
C 1.617 1.156 -1.819  -0.04
C -0.640 -0.782 -2.242  -0.05
H 1.110 1.317 -2.773  -0.01
H 1.150 1.751 -1.029  0.02
H 2.703 1.190 -1.940  0.00
H -0.548 -0.019 -3.027  0.02
H -1.559 -0.709 -1.645  0.01
H -0.451 -1.794 -2.653  -0.01
Pd -0.866 0.621 0.181  0.70
C -1.901 -0.029 1.819  0.38
C -1.856 2.338 -0.629  1.02
H -2.756 0.690 1.852  -0.04
H -2.255 -1.065 1.640  0.01
H -1.228 0.047 2.702  -0.05
H -1.946 2.068 -1.728  -0.02
H -1.236 3.257 -0.510  0.01
B 1.199 -1.319 3.112  0.00
C 1.085 -1.059 1.651  0.25
N 0.945 -0.819 0.488  -0.18
H 0.401 -0.626 3.719  0.00
H 2.330 -1.043 3.439  0.01
H 0.936 -2.485 3.251  0.01

(6)
Here is C5H14CaINO as an isolated structure from OMol25. Energies are from ωB97M-V/def2-TZVPD.

## Properties
* total charge: +2
* spin multiplicity: 1
* calculated total energy: -35471.382 eV

Each line ends with the natural charge from an NBO analysis.
CARTESIAN COORDINATES (ANGSTROEM)
Ca -5.738 -4.359 1.191  1.68
I -1.895 -5.040 1.347  -0.68
C 1.173 0.028 1.385  -0.39
N 0.165 0.761 0.451  -0.20
C -1.104 1.207 1.177  -0.41
C 0.590 2.080 -0.227  -0.40
C -0.213 -0.281 -0.698  -0.23
C 0.918 -0.837 -1.678  -0.09
O 1.290 0.170 -2.554  -0.71
H 1.936 -0.299 0.678  0.23
H 0.566 -0.785 1.783  0.23
H 1.458 0.780 2.120  0.24
H -1.616 0.247 1.120  0.21
H -1.590 1.937 0.529  0.24
H -0.870 1.405 2.223  0.25
H 0.809 2.747 0.607  0.23
H -0.234 2.355 -0.885  0.23
H 1.483 1.816 -0.794  0.24
H -0.976 0.242 -1.276  0.23
H -0.595 -1.141 -0.149  0.22
H 0.492 -1.633 -2.289  0.21
H 1.782 -1.312 -1.215  0.19
H 2.169 -0.087 -2.844  0.49

> Which of these has the highest calculated total energy?

C5H14AlNO2